{"formula": "C16H23N3O6S", "method": "ωB97M-V/def2-TZVPD", "species": ["C", "O", "C", "C", "N", "C", "O", "C", "O", "N", "C", "C", "O", "C", "C", "N", "S", "O", "O", "C", "C", "C", "C", "C", "C", "C", "H", "H", "H", "H", "H", "H", "H", "H", "H", "H", "H", "H", "H", "H", "H", "H", "H", "H", "H", "H", "H", "H", "H"], "coordinates": [[-6.576378, -0.477316, 1.091459], [-6.937717, 0.822116, 0.689307], [-6.232834, 1.328736, -0.416506], [-4.830593, 1.876418, -0.087903], [-3.859026, 0.835489, 0.139101], [-3.237215, 0.179523, -0.845104], [-3.377003, 0.368346, -2.040411], [-2.272176, -0.874965, -0.301421], [-2.232160, -1.163973, 0.883235], [-1.555967, -1.451083, -1.279043], [-0.390996, -2.239357, -0.996131], [0.856084, -1.325691, -0.874554], [1.956233, -1.998863, -0.304391], [1.891610, -1.817403, 1.104293], [0.857761, -0.690965, 1.331987], [0.562534, -0.220233, -0.005519], [1.256056, 1.248362, -0.444916], [0.937128, 1.426861, -1.829077], [0.798375, 2.208895, 0.511783], [3.021001, 1.026670, -0.256527], [3.752608, 0.473321, -1.289830], [5.103911, 0.243329, -1.112870], [5.729950, 0.563551, 0.089630], [7.193874, 0.303627, 0.262642], [4.976460, 1.135433, 1.108432], [3.621906, 1.368006, 0.938903], [-7.350709, -0.806928, 1.782769], [-5.608253, -0.502160, 1.602454], [-6.539308, -1.160831, 0.235213], [-6.140155, 0.567243, -1.202739], [-6.843781, 2.154224, -0.790610], [-4.492609, 2.462897, -0.946751], [-4.883810, 2.512202, 0.796344], [-3.630886, 0.539568, 1.079406], [-1.650468, -1.012378, -2.188525], [-0.560168, -2.744980, -0.042712], [-0.226695, -2.978831, -1.781059], [1.133601, -0.948708, -1.863222], [1.585804, -2.750303, 1.588977], [2.894343, -1.545933, 1.445939], [1.234633, 0.137574, 1.927326], [-0.064944, -1.068015, 1.781241], [3.260810, 0.245545, -2.221418], [5.684261, -0.189260, -1.914191], [7.766625, 0.893139, -0.451899], [7.416186, -0.746101, 0.078209], [7.522196, 0.560403, 1.266010], [5.451748, 1.402342, 2.040943], [3.028138, 1.830477, 1.711703]], "forces_ev_per_a": [[0.0, -0.1, 0.1], [0.0, 0.1, 0.1], [0.3, 0.3, -0.1], [-0.5, -0.1, -0.4], [0.1, -0.1, 0.4], [-0.1, 0.2, 0.2], [0.0, 0.0, -0.1], [0.0, -0.3, -0.1], [0.0, 0.0, 0.1], [0.0, 0.1, -0.4], [0.3, 0.1, 0.3], [-0.2, -0.3, -0.6], [-0.1, -0.2, -0.3], [0.1, 0.0, 0.3], [0.0, -0.2, 0.6], [0.3, 1.0, -0.4], [-0.3, -0.1, 0.0], [0.3, -0.2, -0.1], [0.3, -0.1, 0.3], [-0.7, 0.2, 0.0], [0.1, -0.1, -0.2], [-0.1, 0.0, 0.1], [-0.1, 0.0, 0.0], [0.0, 0.0, 0.0], [0.0, -0.1, -0.1], [-0.1, 0.1, 0.1], [0.1, -0.1, 0.0], [-0.1, -0.1, 0.0], [0.0, 0.0, 0.0], [0.0, 0.1, 0.0], [0.1, -0.1, -0.1], [0.0, 0.1, 0.1], [0.0, 0.0, -0.1], [0.0, 0.0, -0.2], [-0.1, 0.0, 0.1], [0.1, -0.1, -0.1], [0.0, 0.0, 0.1], [0.0, -0.1, 0.1], [0.0, 0.1, 0.0], [-0.1, 0.0, 0.0], [0.0, -0.1, 0.2], [0.2, 0.1, 0.0], [0.0, -0.1, -0.2], [0.1, 0.0, -0.1], [0.1, 0.0, 0.0], [0.1, -0.1, 0.0], [0.1, 0.0, 0.1], [0.1, 0.0, 0.1], [0.0, 0.1, 0.1]], "mol_weight_g_mol": 385.4, "lumo_energy_ev": 0.59, "smiles": "COCCNC(=O)C(=O)NC[C@@H]1OCCN1S(=O)(=O)c1ccc(C)cc1", "e_tot_ha": -1637.3964, "charge": 0, "e_above_lowest_kcal_mol": 14.7, "homo_lumo_gap_ev": 9.92}


{"formula": "C16H23N4O", "method": "ωB97M-V/def2-TZVPD", "species": ["O", "H", "H", "H", "N", "C", "C", "C", "C", "H", "H", "H", "H", "H", "N", "C", "C", "C", "C", "H", "H", "H", "H", "H", "N", "C", "C", "C", "C", "H", "H", "H", "H", "H", "N", "C", "C", "C", "C", "H", "H", "H", "H", "H"], "coordinates": [[-0.138636, 0.590818, -0.233341], [0.220364, -0.302182, 0.180659], [-1.137636, 0.583818, -0.496341], [0.206364, 1.545818, -0.210341], [0.644364, -3.343182, -2.796341], [-0.554636, -2.919182, -2.828341], [-0.547636, -1.504182, -2.836341], [0.909364, -1.191182, -2.895341], [1.592364, -2.273182, -2.852341], [0.853364, -4.388182, -2.854341], [-1.451636, -3.416182, -2.715341], [-1.311636, -0.923182, -2.560341], [1.190364, 0.017818, -2.813341], [2.545364, -2.374182, -3.030341], [-3.169636, 0.308818, 0.369659], [-2.749636, 0.489818, 1.632659], [-2.276636, 1.742818, 1.727659], [-2.517636, 2.428818, 0.316659], [-3.066636, 1.396818, -0.380341], [-3.557636, -0.440182, -0.091341], [-2.720636, -0.340182, 2.478659], [-1.786636, 2.102818, 2.758659], [-2.397636, 3.360818, -0.027341], [-3.421636, 1.300818, -1.558341], [0.694364, -2.329182, 0.544659], [1.601364, -1.555182, 1.280659], [1.136364, -1.274182, 2.556659], [-0.250636, -1.868182, 2.459659], [-0.483636, -2.519182, 1.299659], [0.958364, -2.621182, -0.484341], [2.615364, -1.524182, 0.909659], [1.651364, -0.880182, 3.500659], [-0.996636, -2.008182, 3.318659], [-1.341636, -3.194182, 0.834659], [1.610364, 3.049818, -0.452341], [1.061364, 3.596818, 0.633659], [1.498364, 2.865818, 1.672659], [2.571364, 1.869818, 1.164659], [2.526364, 2.072818, -0.153341], [1.567364, 3.388818, -1.374341], [0.467364, 4.510818, 0.586659], [1.416364, 3.149818, 2.744659], [3.315364, 1.178818, 1.758659], [3.025364, 1.635818, -1.086341]], "forces_ev_per_a": [[-1.6, -0.8, -0.7], [0.0, 2.0, -0.4], [1.7, 0.2, 0.8], [0.2, -1.4, 0.6], [5.2, -4.1, -0.4], [-3.1, 5.6, 0.4], [5.1, -3.8, -0.6], [-4.9, 8.2, 1.0], [-3.0, -3.7, 0.4], [0.0, 2.3, 0.0], [-1.2, -1.8, 0.1], [-2.8, 2.3, 0.3], [-0.1, -3.8, -0.5], [4.9, -1.2, -0.6], [-0.2, -1.0, -0.2], [0.6, -1.9, 2.8], [0.9, 3.3, 0.4], [0.1, -4.9, 4.3], [-0.5, 1.6, -4.6], [-1.0, -2.5, -0.2], [-0.2, 1.9, -2.4], [-1.3, -0.4, -2.9], [0.7, 3.3, -0.8], [0.9, 0.5, 3.5], [0.6, 0.4, -2.1], [0.5, -0.9, 0.6], [-2.2, -1.3, -0.8], [-0.5, 0.0, 3.6], [0.2, -1.1, -2.6], [-1.1, 0.6, 2.8], [0.0, 0.4, -0.1], [-1.0, -0.5, -2.0], [1.4, 0.6, -1.3], [2.0, 1.8, 1.4], [0.5, -0.8, -2.0], [-0.9, 0.6, 1.0], [2.9, -1.2, 2.5], [-0.7, 0.5, 2.7], [1.1, -0.8, -3.1], [-0.2, 0.7, -1.0], [0.1, -0.6, 0.1], [-0.3, -0.5, -1.0], [-2.0, 1.6, -1.3], [-0.5, 0.4, 1.9]], "mol_weight_g_mol": 287.4, "lumo_energy_ev": -2.27, "e_tot_ha": -917.2677, "charge": 1, "e_above_lowest_kcal_mol": 163.6, "homo_lumo_gap_ev": 9.31}


{"formula": "C16H23N5OS", "method": "ωB97M-V/def2-TZVPD", "species": ["C", "C", "N", "C", "N", "C", "S", "C", "C", "O", "C", "C", "C", "C", "C", "C", "C", "N", "C", "N", "C", "C", "N", "H", "H", "H", "H", "H", "H", "H", "H", "H", "H", "H", "H", "H", "H", "H", "H", "H", "H", "H", "H", "H", "H", "H"], "coordinates": [[-6.634254, -0.699430, -0.235122], [-5.524571, -0.550073, -1.272298], [-4.554452, 0.442622, -0.883273], [-3.349887, 0.147797, -0.376235], [-2.949391, -1.130099, -0.384068], [-1.720600, -1.319869, 0.047358], [-1.215113, -3.004664, -0.015392], [0.596470, -2.896031, -0.169167], [1.285550, -2.511688, 1.136459], [2.686494, -2.445583, 0.995113], [3.247175, -1.395766, 0.322152], [4.638554, -1.427998, 0.215664], [5.315058, -0.418089, -0.432570], [4.632928, 0.656299, -0.996585], [5.382763, 1.745630, -1.703195], [3.252874, 0.680467, -0.884255], [2.556400, -0.327857, -0.236220], [-0.896537, -0.403463, 0.518756], [-1.412869, 0.843041, 0.548710], [-0.673228, 1.824646, 1.085089], [-1.130744, 3.190041, 1.066643], [0.549509, 1.580257, 1.803613], [-2.618516, 1.165159, 0.076173], [-7.345790, -1.453609, -0.559184], [-6.213300, -1.004704, 0.719368], [-7.162907, 0.242169, -0.098917], [-4.981330, -1.489481, -1.382239], [-5.951112, -0.262061, -2.238789], [-4.851358, 1.400941, -0.784866], [0.816551, -2.182326, -0.960995], [0.912888, -3.889297, -0.487131], [1.111772, -3.288556, 1.886128], [0.874549, -1.566395, 1.504541], [5.165947, -2.261034, 0.653209], [6.392279, -0.460629, -0.506059], [4.701862, 2.501778, -2.086028], [6.088231, 2.224417, -1.024860], [5.950783, 1.336345, -2.537841], [2.696256, 1.500735, -1.316851], [1.482360, -0.259444, -0.176554], [-0.350070, 3.832380, 0.652669], [-2.023682, 3.247994, 0.451000], [-1.365561, 3.530471, 2.079221], [0.667405, 0.513290, 1.964919], [0.506935, 2.084639, 2.772219], [1.413688, 1.957010, 1.249712]], "forces_ev_per_a": [[0.2, 0.0, -0.2], [-0.3, -0.2, 0.0], [-0.2, 0.2, 0.0], [0.5, 0.0, 0.1], [-0.4, -0.3, -0.2], [0.2, 0.1, 0.1], [0.2, -0.3, -0.1], [-0.3, 0.3, 0.3], [-0.4, 0.0, 0.1], [0.4, 0.0, -0.1], [0.1, 0.0, 0.0], [-0.1, -0.1, 0.1], [-0.1, 0.0, 0.0], [-0.1, 0.1, 0.0], [0.0, -0.1, 0.0], [0.2, 0.0, 0.0], [-0.2, -0.3, 0.2], [0.3, 0.1, 0.1], [-0.4, -0.2, -0.3], [0.0, 0.2, 0.1], [-0.1, 0.2, -0.1], [0.2, -0.1, 0.1], [-0.1, 0.2, 0.0], [-0.1, -0.1, 0.0], [0.0, 0.0, 0.1], [-0.1, 0.1, 0.0], [-0.1, 0.1, -0.1], [0.1, -0.1, 0.0], [0.1, 0.0, 0.0], [0.1, -0.1, 0.0], [0.0, 0.0, 0.0], [0.0, 0.1, -0.1], [0.1, -0.2, 0.0], [0.1, -0.1, 0.1], [0.1, 0.0, 0.0], [0.0, 0.1, 0.0], [0.1, 0.1, 0.0], [0.1, 0.1, -0.1], [0.0, 0.1, 0.0], [-0.2, -0.1, 0.1], [0.0, 0.0, 0.0], [0.1, 0.1, 0.1], [0.0, 0.0, 0.0], [0.1, 0.1, 0.0], [0.0, 0.0, 0.0], [0.0, 0.0, 0.1]], "mol_weight_g_mol": 333.5, "lumo_energy_ev": 0.74, "smiles": "CCNc1nc(SCCOc2ccc(C)cc2)nc(N(C)C)n1", "e_tot_ha": -1370.7392, "charge": 0, "e_above_lowest_kcal_mol": 0.0, "homo_lumo_gap_ev": 8.85}


{"formula": "C16H23N6O3RuS", "method": "ωB97M-V/def2-TZVPD", "species": ["Ru", "C", "C", "O", "C", "C", "C", "N", "N", "C", "O", "C", "C", "C", "C", "C", "C", "H", "H", "H", "H", "H", "H", "H", "H", "H", "H", "H", "H", "N", "N", "C", "N", "S", "H", "H", "H", "H", "H", "N", "C", "O", "C", "C", "H", "H", "H", "H", "H", "H"], "coordinates": [[0.093432, 0.148813, 1.404869], [-2.743477, 0.325661, 4.757049], [-2.351720, 0.248248, 3.348867], [-1.088374, 0.000834, 3.112235], [-3.401805, 0.289524, 2.439079], [-3.256674, 0.229026, 0.988980], [-4.501318, 0.374144, 0.114988], [-2.101819, 0.027567, 0.442269], [-2.080810, -0.146784, -0.964603], [-0.925369, 0.268150, -1.456617], [0.047015, 0.732867, -0.745407], [-0.760321, 0.137077, -2.953193], [-1.883199, 0.028579, -3.772409], [-1.716916, 0.161744, -5.178724], [-0.449062, 0.019285, -5.733613], [0.642025, 0.040213, -4.925172], [0.485267, 0.225131, -3.560749], [-2.039658, 0.996142, 5.316319], [-2.606949, -0.682294, 5.147818], [-3.736835, 0.666080, 4.864871], [-4.380994, 0.527282, 2.850137], [-5.181342, 1.014831, 0.619714], [-4.981104, -0.552152, 0.017601], [-4.389583, 0.840810, -0.862670], [-2.787370, 0.002949, -3.191115], [-2.657172, 0.191919, -5.745673], [-0.459923, -0.158549, -6.808642], [1.622540, -0.079245, -5.372771], [1.298141, 0.418952, -2.850858], [2.295400, 1.365884, 0.621558], [3.075280, 2.137955, 1.488257], [2.722524, 2.118059, 2.790694], [3.654709, 2.697248, 3.541475], [1.263639, 1.610366, 3.409376], [2.760222, 0.490818, 0.414943], [2.100711, 1.737011, -0.276092], [3.875770, 2.625963, 1.230979], [4.567009, 2.834402, 3.230977], [3.543570, 2.601801, 4.539890], [3.931166, -3.053058, -0.854645], [3.223686, -1.989808, -0.376083], [3.819060, -0.979291, 0.056217], [1.770917, -2.169331, -0.473151], [0.985342, -1.990071, 0.831743], [4.882319, -2.901952, -0.750594], [3.616303, -4.026733, -1.005218], [1.488518, -3.096325, -0.973025], [1.407870, -1.498216, -1.222591], [1.353376, -2.449832, 1.754199], [-0.043996, -2.361706, 0.718520]], "forces_ev_per_a": [[0.1, -0.2, -1.1], [2.0, 0.3, 1.3], [-0.6, -0.6, -1.8], [-0.8, 0.2, 0.2], [1.0, 0.6, -0.6], [-0.2, -0.1, -0.2], [0.9, 1.2, 0.5], [0.9, -0.2, -0.4], [1.0, 0.8, 0.2], [-1.3, -0.9, 0.4], [0.5, 0.0, 0.0], [0.0, 0.3, -0.2], [0.9, 1.1, -0.7], [-1.5, -1.2, 2.0], [-2.0, 0.0, -1.0], [1.3, 0.1, 0.3], [0.4, -0.1, 1.3], [-0.6, -0.5, -0.4], [-0.2, 0.0, 0.4], [-1.0, 0.2, 0.3], [0.2, -0.1, -0.3], [-0.7, 0.5, 0.8], [-0.6, -1.5, -0.3], [0.6, -0.4, 0.1], [-0.7, 0.0, -0.6], [0.7, 0.0, -0.2], [0.7, 0.3, 0.2], [0.1, 0.2, 0.2], [0.1, -0.3, -0.6], [0.1, -0.6, 0.5], [-2.7, -1.6, 0.4], [0.3, 0.7, -1.2], [-0.9, 0.1, 2.3], [-0.2, -0.5, -0.1], [0.6, -0.6, 0.2], [-0.4, 1.3, -0.6], [1.5, 0.6, -0.9], [1.5, 0.2, -0.7], [0.0, 0.2, -0.1], [-1.1, -0.5, 0.0], [1.1, 0.0, 0.2], [-0.9, -1.4, -0.7], [-1.6, -0.1, 0.7], [-1.1, 0.9, 0.4], [2.2, -0.1, 0.1], [-0.1, 1.5, 0.2], [0.4, -0.6, 0.3], [-0.2, 1.1, -0.4], [0.5, 0.0, -0.4], [0.2, 0.0, -0.2]], "mol_weight_g_mol": 480.5, "lumo_energy_ev": [0.32, -0.31], "multiplicity": 6, "e_tot_ha": -1670.6865, "charge": 0, "s2": 8.760, "e_above_lowest_kcal_mol": 18.9, "homo_lumo_gap_ev": [7.17, 6.72]}


{"formula": "C16H23N6O6P", "method": "ωB97M-V/def2-TZVPD", "species": ["C", "C", "C", "C", "N", "P", "H", "N", "C", "C", "C", "C", "C", "C", "H", "H", "H", "H", "H", "H", "H", "H", "H", "H", "H", "H", "H", "H", "H", "H", "H", "H", "H", "H", "O", "N", "O", "C", "C", "C", "N", "O", "O", "C", "C", "N", "O", "O", "N", "C", "H", "H"], "coordinates": [[6.008300, 2.967689, 5.044415], [4.991838, 2.956437, 3.885333], [5.087689, 4.233379, 3.046857], [5.238197, 1.707870, 3.051197], [3.592745, 2.984614, 4.360300], [2.269609, 3.147889, 3.292096], [2.380841, -1.040666, 5.101442], [1.307238, 2.805691, 4.672493], [-0.144706, 2.573828, 4.611161], [-0.795556, 2.476224, 6.003200], [-0.428446, 1.280037, 3.861622], [-0.662297, 3.807885, 3.873704], [1.876142, 3.546960, 5.730218], [3.219435, 3.634658, 5.532091], [5.994777, 2.048532, 5.660169], [7.012705, 3.014428, 4.581125], [5.934877, 3.854524, 5.699545], [4.277780, 4.183770, 2.288750], [4.885223, 5.089448, 3.717732], [6.068049, 4.316091, 2.567119], [4.499161, 1.604459, 2.252110], [6.235338, 1.801209, 2.606104], [5.239734, 0.802171, 3.672245], [-0.719550, 3.407385, 6.593782], [-1.873500, 2.316666, 5.819341], [-0.441744, 1.625930, 6.613272], [0.058702, 1.253330, 2.884408], [-0.120379, 0.405811, 4.451016], [-1.512314, 1.216004, 3.725077], [-0.097999, 3.895080, 2.924326], [-1.738498, 3.719571, 3.687167], [-0.426843, 4.690248, 4.498323], [1.295758, 3.954971, 6.535594], [3.941025, 4.146271, 6.169844], [-0.051815, -5.838870, 5.434153], [1.079715, -5.465382, 5.064922], [1.839314, -6.184129, 4.368949], [1.616342, -4.161490, 5.466633], [2.883741, -3.823885, 4.911995], [3.533504, -2.625734, 5.227332], [4.734640, -2.148519, 4.675712], [5.454031, -2.890297, 3.951780], [5.082962, -0.963443, 4.985108], [2.740146, -1.571012, 5.942588], [1.562083, -2.023004, 6.649040], [0.710970, -1.271433, 7.416652], [0.640214, -0.121554, 7.801205], [-0.322004, -2.224050, 7.769956], [-0.201644, -3.421286, 7.106601], [1.005068, -3.287379, 6.428965], [3.361679, -4.519315, 4.235262], [3.375782, -0.921027, 6.583258]], "forces_ev_per_a": [[0.4, 0.1, 0.1], [0.6, 0.3, 0.1], [0.0, 0.1, 0.0], [0.1, -0.2, 0.1], [-0.6, 2.5, -0.5], [0.3, -4.0, 1.4], [-0.5, 1.8, -0.8], [0.2, 3.0, -0.1], [-0.5, 0.3, 0.3], [-0.3, 0.1, 0.2], [-0.1, -0.2, 0.1], [-0.1, 0.1, -0.1], [0.9, -1.4, -0.3], [-0.1, -0.7, 1.1], [-0.3, 0.4, -0.4], [-0.5, 0.0, 0.2], [0.0, -0.4, -0.3], [0.7, 0.3, 0.1], [0.2, -0.2, -0.5], [-0.3, 0.2, 0.0], [0.1, 0.0, 0.0], [-0.2, -0.1, 0.0], [-0.1, 0.2, -0.2], [0.0, -0.4, -0.3], [0.4, 0.1, 0.1], [0.1, 0.3, -0.4], [0.0, 0.0, 0.0], [0.0, 0.2, -0.2], [0.2, -0.1, -0.1], [-0.7, 0.1, 0.2], [0.3, 0.3, -0.1], [-0.3, -0.2, -0.4], [0.0, -0.3, 0.2], [-0.3, -0.6, -0.2], [1.7, 1.1, -0.4], [0.3, -0.7, 0.1], [-1.4, 0.9, 0.9], [1.1, -1.0, -1.0], [0.0, 0.6, 0.6], [-0.6, -0.6, 0.3], [0.9, -0.8, -0.3], [-1.2, 1.2, 1.0], [-0.4, -1.3, -0.6], [1.6, 1.1, 0.7], [-1.6, 0.8, 1.5], [1.2, -4.4, -2.0], [0.0, 0.7, 0.3], [-0.5, 1.1, 0.3], [3.5, 1.0, -1.3], [-3.6, -0.9, 1.1], [-0.1, 0.0, 0.1], [-0.4, -0.3, -0.6]], "mol_weight_g_mol": 426.4, "lumo_energy_ev": -3.18, "e_tot_ha": -1744.3624, "charge": 0, "homo_lumo_gap_ev": 3.60}